[1]
Formula: C62H46N3O3P2S2Ta
Source: the OMol25 dataset
Level of theory: the ωB97M-V functional and the def2-TZVPD basis

```
119
Properties=species:S:1:pos:R:3:mulliken_charge:R:1
Ta -0.1361 -0.5855 -0.4475 0.447
O 1.3020 0.9105 0.1514 -0.530
S 2.2198 0.3957 -0.9937 1.860
C 2.6771 1.7473 -1.9846 -0.091
C 3.9804 2.2061 -1.9755 -0.160
C 4.4873 3.0431 -2.9809 -1.420
C 3.6628 3.3408 -4.0316 0.422
C 3.9394 4.0845 -5.3104 -0.870
C 2.5679 4.1789 -6.0255 -0.857
C 1.6255 3.3976 -5.1464 -0.246
C 0.2934 3.1257 -5.2656 -1.425
C -0.3474 2.4920 -4.1853 -0.188
C 0.2914 2.0493 -3.0403 0.259
P -0.8653 1.7384 -1.6243 2.117
C -1.1651 3.4336 -1.0851 0.886
C -2.0959 4.2672 -1.7069 -0.660
C -2.1937 5.5972 -1.3308 -0.958
C -1.3514 6.1102 -0.3529 -0.712
C -0.4013 5.2950 0.2438 -0.802
C -0.3062 3.9595 -0.1201 -0.447
C -2.3023 0.9710 -2.3836 -0.729
C -1.9039 -0.3673 -2.8810 1.280
C -2.9953 -1.3207 -3.2474 -1.373
C -4.3780 -0.8532 -3.0850 -1.255
C -4.6531 0.3944 -2.6914 -1.005
C -3.5932 1.3223 -2.3048 -0.218
C 1.7161 2.1924 -2.9706 -0.902
C 2.3103 2.9318 -4.0065 1.538
C 3.5673 -0.2923 -0.1075 0.628
C 4.6661 -0.6208 -0.8732 -0.487
C 5.8604 -1.0864 -0.3107 -1.474
C 5.9180 -1.1500 1.0519 0.521
C 7.0721 -1.5235 1.9431 -1.006
C 6.5347 -1.3512 3.3819 -0.668
C 5.0804 -1.0043 3.2047 0.020
C 4.1004 -0.8063 4.1250 -1.435
C 2.7946 -0.6059 3.6433 0.281
C 2.4291 -0.5087 2.3138 -0.248
P 0.5851 -0.6851 2.1524 1.006
C -0.1534 0.5383 3.2743 1.012
C -0.5557 1.7550 2.7262 -0.238
C -1.1336 2.7333 3.5184 -0.596
C -1.3193 2.5008 4.8744 -0.820
C -0.9326 1.2888 5.4282 -1.015
C -0.3548 0.3082 4.6344 -0.136
C 0.2408 -2.2939 2.9117 1.208
C 1.1983 -3.3020 2.9838 -0.824
C 0.8625 -4.5520 3.4865 -0.921
C -0.4244 -4.7978 3.9377 -0.805
C -1.3852 -3.7972 3.8669 -0.695
C -1.0622 -2.5582 3.3404 -0.895
C 3.4940 -0.5293 1.3225 -2.106
C 4.7699 -0.8718 1.8304 1.388
H 4.6485 1.8761 -1.1919 0.792
H 5.5134 3.3808 -2.9358 0.490
H 4.6644 3.5253 -5.9047 0.309
H 4.3812 5.0620 -5.1178 0.386
H 2.6012 3.7760 -7.0373 0.367
H 2.2325 5.2135 -6.1077 0.306
H -0.2858 3.4376 -6.1245 0.542
H -1.4268 2.3973 -4.2411 0.671
H -2.7332 3.8943 -2.4968 0.386
H -2.9216 6.2385 -1.8095 0.476
H -1.4266 7.1510 -0.0680 0.437
H 0.2707 5.6982 0.9898 0.515
H 0.4590 3.3384 0.3280 0.373
H -0.1668 -1.3777 -3.1146 0.415
H -2.7920 -2.3812 -3.1343 0.632
H -5.1741 -1.5584 -3.2839 0.477
H -5.6799 0.7154 -2.5823 0.501
H -3.8822 2.2761 -1.8854 0.575
H 4.6186 -0.4827 -1.9472 0.770
H 6.7014 -1.3344 -0.9430 0.493
H 7.9391 -0.8940 1.7428 0.376
H 7.3784 -2.5517 1.7448 0.348
H 7.0535 -0.5536 3.9150 0.303
H 6.6523 -2.2568 3.9764 0.323
H 4.2823 -0.8625 5.1898 0.492
H 2.0074 -0.5723 4.3872 0.367
H -0.4229 1.9384 1.6691 -0.389
H -1.4442 3.6714 3.0763 0.529
H -1.7715 3.2602 5.4982 0.436
H -1.0835 1.1015 6.4829 0.474
H -0.0728 -0.6373 5.0800 0.464
H 2.2143 -3.1221 2.6549 0.342
H 1.6139 -5.3288 3.5340 0.505
H -0.6796 -5.7656 4.3485 0.444
H -2.3893 -3.9829 4.2250 0.468
H -1.8234 -1.7870 3.2870 0.566
O -0.9161 -1.6967 -4.9575 -0.684
S -2.0221 -0.7256 -4.7236 0.293
N -0.6558 -0.8424 -2.3875 -0.333
O 2.5794 -3.9874 -0.0263 -0.541
C 1.8277 -3.1151 -0.1811 0.887
N 1.0600 -2.1996 -0.3415 -0.214
N -1.7904 -1.2906 0.1043 0.420
C -2.8527 -1.9597 0.3655 1.087
C -4.1141 -1.2235 0.5931 0.291
C -4.0627 0.0931 1.0600 -0.348
C -5.2269 0.8223 1.2148 -0.692
C -6.4520 0.2471 0.8913 -0.700
C -6.5112 -1.0568 0.4209 -0.985
C -5.3468 -1.7958 0.2784 -0.228
C -2.8156 -3.4330 0.3463 0.401
C -3.6090 -4.1715 1.2250 -0.184
C -3.5416 -5.5541 1.2187 -1.025
C -2.7051 -6.2035 0.3196 -0.711
C -1.9271 -5.4727 -0.5690 -1.302
C -1.9713 -4.0884 -0.5497 -0.271
H -3.1049 0.5299 1.3164 0.449
H -5.1865 1.8337 1.5969 0.522
H -7.3645 0.8157 1.0145 0.444
H -7.4647 -1.5000 0.1675 0.456
H -5.3938 -2.8069 -0.1041 0.574
H -4.2613 -3.6619 1.9222 0.648
H -4.1447 -6.1258 1.9112 0.462
H -2.6653 -7.2846 0.3078 0.456
H -1.2889 -5.9821 -1.2786 0.512
H -1.3652 -3.5126 -1.2373 0.697
```

Results
- frontier orbital gap (eV) = 6.64
- total charge = +2
- LUMO level (Ha) = -0.2190
- spin multiplicity = 1

=====

[2]
Formula: C17H27BCrNO4P2
Source: the OMol25 dataset
Level of theory: the ωB97M-V functional and the def2-TZVPD basis

```
53
Properties=species:S:1:pos:R:3:mulliken_charge:R:1
Cr -0.4644 0.3966 -0.4600 -0.480
P 0.4448 0.6427 2.0008 0.940
C 0.4219 2.4363 1.7089 -1.487
C 0.4972 2.9170 0.4171 1.057
N 0.2706 2.1231 -0.7425 0.356
C 0.7029 2.5300 -1.9873 0.357
C 1.3307 3.7683 -2.1837 -0.712
C 1.4854 4.6307 -1.0468 -0.384
C 1.0153 4.2396 0.2093 -1.052
C 0.4931 1.4913 -3.1168 -1.248
P -0.6500 0.1187 -2.6372 1.231
H 1.1553 4.8424 1.1550 0.438
H 1.7266 4.0439 -3.1763 0.480
H 2.0030 5.5970 -1.1510 0.424
H 0.0853 1.9229 -4.0476 0.575
H 1.4507 1.0029 -3.3926 0.495
H -2.1071 2.1546 1.5069 0.096
H 0.0677 3.0472 2.5173 0.491
H -3.5355 0.4018 0.0852 0.272
O -3.0140 2.5123 1.4173 -0.646
H -2.9532 2.7785 0.4971 0.358
H -1.5576 -0.5154 -0.8172 0.010
O -4.4025 -0.1102 0.1689 -0.604
H -3.9739 -1.0421 0.1034 0.349
C -2.1774 0.5420 -3.4478 -1.402
H -2.0255 0.6482 -4.5228 0.463
H -2.9531 -0.1998 -3.2513 0.407
H -2.5630 1.4815 -3.0505 0.404
C -0.0320 -1.3725 -3.3601 -1.408
H -0.6379 -2.2267 -3.0586 0.398
H -0.0317 -1.3252 -4.4468 0.419
H 0.9828 -1.5728 -3.0181 0.432
C 2.2784 0.7373 2.3151 -1.311
H 2.3718 1.1657 3.3305 0.460
H 2.7176 -0.2566 2.1879 0.411
H 2.6599 1.4614 1.5698 0.343
C -0.3252 0.2187 3.6107 -1.225
H -0.3688 -0.8782 3.7247 0.326
H 0.2853 0.6712 4.4057 0.445
H -1.3456 0.6296 3.6237 0.414
O 1.5276 -1.7819 0.5646 -0.503
B 0.3128 -1.0925 0.9906 1.788
O -0.7204 -2.1043 1.3519 -0.480
C -0.0723 -3.2788 1.2302 0.435
C -0.4837 -4.5052 1.7124 -0.891
C 0.4900 -5.5004 1.7260 -0.541
C 1.7891 -5.2832 1.2952 -0.538
C 2.2017 -4.0583 0.7925 -0.878
C 1.2392 -3.0817 0.7758 0.779
H -1.5092 -4.6128 2.0390 0.534
H 0.1845 -6.4669 2.0988 0.430
H 2.5206 -6.0768 1.3338 0.438
H 3.1923 -3.8110 0.4489 0.534
```

Results
- frontier orbital gap (alpha / beta) (eV) = 5.33 / 5.36
- relative energy (zero: lowest compared OMol25 entry of this formula, charge and spin) (kcal/mol) = 125.03
- <S²> = 3.8403
- total charge = +2
- LUMO level (alpha / beta) (Ha) = -0.3284 / -0.3173
- spin multiplicity = 4

=====

[3]
Formula: C6H12NS
Source: the OMol25 dataset
Level of theory: the ωB97M-V functional and the def2-TZVPD basis

```
20
Properties=species:S:1:pos:R:3:mulliken_charge:R:1
C -0.0031 -1.9911 -1.6599 -1.049
C 0.3879 -1.0010 -0.8391 0.834
C 0.0408 -0.0847 1.5438 -0.931
C -0.0027 1.4010 1.5907 -0.299
C -1.8253 1.3092 -0.2292 -0.286
C 1.6934 -0.2408 -1.0724 -1.267
N -0.4731 -0.6946 0.2427 -0.199
S -1.7011 1.9412 1.3294 0.089
H -0.9374 -2.3930 -1.2729 0.259
H 0.4701 -2.2539 -2.5599 0.370
H 1.0178 -0.4374 1.7530 0.411
H -0.6437 -0.4761 2.2611 0.430
H 0.4086 1.7671 2.6410 0.372
H 0.5380 1.8411 0.7360 0.279
H -1.0330 1.5367 -1.1030 0.252
H -2.8328 1.1234 -0.5750 0.377
H 2.2209 0.1200 -0.2257 0.366
H 1.5728 0.6977 -1.5652 0.305
H 2.3534 -0.9546 -1.4808 0.402
H -1.2514 -1.2101 0.4854 0.285
```

Results
- frontier orbital gap (alpha / beta) (eV) = 6.80 / 6.81
- relative energy (zero: lowest compared OMol25 entry of this formula, charge and spin) (kcal/mol) = 71.98
- total charge = +1
- LUMO level (alpha / beta) (Ha) = -0.2121 / -0.2120
- spin multiplicity = 1

=====

[4]
Formula: C5H12O4
Source: the OMol25 dataset
Level of theory: the ωB97M-V functional and the def2-TZVPD basis

```
21
Properties=species:S:1:pos:R:3:mulliken_charge:R:1
C 0.5937 0.1800 -1.7942 0.775
C 0.8438 -0.1405 0.1780 0.956
C -2.6087 0.6233 0.4797 -0.645
C 0.8605 0.9442 1.2390 -1.498
C 1.4905 -1.4355 0.6222 -1.387
O 1.6342 0.3983 -0.9784 -0.438
O -1.8059 -0.1665 -0.3938 -0.587
O -0.3549 0.9547 -2.0251 -0.686
O 0.7098 -0.9174 -2.5685 -0.442
H -1.4492 0.4107 -1.2603 0.509
H 1.5329 -1.3767 -2.3514 0.362
H -0.5381 -0.2759 -0.0220 0.199
H -2.6748 0.1123 1.4405 0.278
H -2.1739 1.6153 0.6260 0.266
H -3.6094 0.7307 0.0584 0.280
H 0.9928 -1.8074 1.5180 0.341
H 1.8852 1.1634 1.5523 0.387
H 0.4138 1.8572 0.8471 0.300
H 0.2926 0.6266 2.1149 0.354
H 2.5473 -1.2872 0.8599 0.347
H 1.4181 -2.2097 -0.1426 0.329
```

Results
- frontier orbital gap (eV) = 9.59
- relative energy (zero: lowest compared OMol25 entry of this formula, charge and spin) (kcal/mol) = 64.10
- LUMO level (Ha) = 0.0261
- spin multiplicity = 1

=====

[5]
Formula: C6H16NOS
Source: the OMol25 dataset
Level of theory: the ωB97M-V functional and the def2-TZVPD basis

```
25
Properties=species:S:1:pos:R:3:mulliken_charge:R:1
C 0.4799 0.4455 -0.6247 -0.491
C -1.2408 -2.3937 0.0508 -1.207
C -2.6076 2.1240 -0.1508 -0.788
C 1.5176 1.2333 0.1536 -0.760
C 2.8739 0.5165 0.0257 -0.775
C -2.0032 -1.1435 -0.3280 -0.451
N 2.6926 -0.8845 0.3737 -0.498
O -0.8937 0.2628 1.6703 -0.576
S -1.1181 0.3536 0.2610 0.751
H 0.2855 0.8198 -1.6254 0.462
H -0.3524 -2.5345 -0.5557 0.334
H -0.9542 -2.3643 1.0998 0.358
H -1.8820 -3.2596 -0.0942 0.376
H -3.5332 1.6758 0.1668 0.373
H -2.2146 2.8857 0.4991 0.369
H -2.4923 2.2916 -1.2077 0.363
H 1.6009 2.2615 -0.1949 0.393
H 1.2370 1.2452 1.2093 0.365
H 3.2171 0.5682 -1.0104 0.365
H 3.6086 1.0411 0.6521 0.390
H -2.9728 -1.1099 0.1707 0.425
H -2.1366 -1.0314 -1.4021 0.409
H 3.5146 -1.4256 0.1330 0.232
H 0.8292 -0.5939 -0.6461 0.388
H 2.5444 -0.9838 1.3740 0.193
```

Results
- frontier orbital gap (eV) = 8.25
- relative energy (zero: lowest compared OMol25 entry of this formula, charge and spin) (kcal/mol) = 36.34
- total charge = +1
- LUMO level (Ha) = -0.1744
- spin multiplicity = 1

=====

[6]
Formula: CF3N3
Source: the OMol25 dataset
Level of theory: the ωB97M-V functional and the def2-TZVPD basis

```
7
Properties=species:S:1:pos:R:3:mulliken_charge:R:1
C 0.5965 0.3193 0.0388 0.890
N 0.9016 -0.0938 -1.2526 -0.235
N 1.1041 -0.9142 -0.3285 -0.218
N -1.2652 0.5268 0.2462 0.047
F 1.1712 1.0998 0.9114 -0.197
F -1.6861 0.2194 -1.0056 -0.149
F -1.6500 -0.5452 0.9719 -0.138
```

Results
- frontier orbital gap (eV) = 9.92
- relative energy (zero: lowest compared OMol25 entry of this formula, charge and spin) (kcal/mol) = 33.53
- LUMO level (Ha) = -0.0311
- spin multiplicity = 1